ORCA calculation (ωB97M-V/def2-TZVPD) on the molecule C6H8OS.

Each line ends with the natural charge from an NBO analysis.
Geometry (Å):
H  -0.08666  2.75486  0.63917  0.210
H  1.12256  -1.48215  0.59865  0.202
H  2.06164  2.80337  -0.34114  0.220
C  -0.11620  2.69090  -0.37428  -0.533
S  -1.13652  1.21152  -0.67107  0.218
C  0.26018  0.27644  -0.09794  0.190
C  0.12323  -1.09738  0.19172  -0.359
C  1.27321  2.17254  -0.72303  -0.092
H  -2.17616  -3.83416  0.81539  0.209
C  -1.11537  -3.43149  0.88990  -0.410
H  -1.88847  -1.62573  0.19096  0.178
C  -0.98247  -2.06256  0.49129  -0.179
H  1.15762  1.69448  -1.68392  0.202
H  -0.56349  3.58698  -0.78736  0.241
O  1.33131  1.01925  0.11983  -0.483
H  -0.31382  -4.00524  1.12089  0.185

Atoms 1-3, force components in eV/Å:
H -0.17 0.79 3.12
H -1.15 0.49 -0.80
H 0.45 0.22 -0.92

Computed properties:
- ΔE to the lowest compared entry with this formula, charge and spin: 3.139 eV
- Orbital gap: 0.2997 hartree
- HOMO level: -7.6 eV

ORCA calculation (ωB97M-V/def2-TZVPD) on a cluster of 7 separate species, C34H40F18N2O14 in total.

Each line ends with the Mulliken charge.
Geometry (Å):
C  -5.64150  5.08934  1.23058  -0.194
C  -0.08243  1.55304  -4.75966  0.867
H  -0.75941  -1.20573  -8.02252  0.380
F  -0.92767  2.58257  -4.64083  -0.253
C  0.22336  6.24226  3.22349  -0.804
C  0.78094  3.91662  2.91026  0.352
O  0.44014  1.59999  2.38921  -0.486
C  -0.25174  -12.46174  -7.61230  0.895
F  1.19185  -4.38371  4.58275  -0.247
C  -4.09311  -5.25841  -6.56288  0.809
O  2.45226  -1.77999  6.35490  -0.472
H  4.29613  -0.45667  7.58050  0.356
C  7.68344  1.74292  3.92530  0.843
H  -3.16252  -9.36223  -6.72462  0.293
H  -1.83417  -0.30931  -1.25079  0.364
O  0.43431  -10.22026  -7.03692  -0.507
C  6.41796  1.51087  4.76865  0.370
C  -3.31837  -4.29162  -7.47428  0.398
F  8.60976  0.81344  4.16877  -0.259
H  1.89856  7.56587  3.10309  0.439
F  -3.92079  -4.96571  -5.26970  -0.257
O  -1.75321  -10.68946  -7.31640  -0.318
C  -2.11151  -9.32802  -7.00226  -0.198
F  -5.39498  -5.22496  -6.81774  -0.244
O  -0.93583  0.71147  -2.75075  -0.307
C  -8.60597  6.09886  -0.73241  0.894
H  -0.90542  2.86124  4.54505  0.304
H  -1.07965  1.90094  -0.35864  0.292
C  0.18652  -0.05448  5.26040  -0.626
O  -6.97899  5.21872  0.70196  -0.316
O  5.30894  1.58716  4.32249  -0.512
H  1.24710  -0.02348  5.01333  0.277
F  -8.86627  7.15928  -1.48973  -0.238
H  -4.92263  5.06586  0.41251  0.323
C  3.99599  5.89685  2.69629  -0.914
F  -0.63548  0.65853  -5.59571  -0.223
H  5.85990  -1.06779  7.01272  0.300
H  -1.32015  -3.51868  -8.84620  0.314
H  -0.16422  -0.78353  -1.52334  0.343
H  -1.55141  -8.99030  -6.13107  0.329
C  0.20266  0.89572  -3.39829  0.333
N  5.45416  3.88848  2.35427  -0.640
F  -0.62772  -13.21070  -6.56629  -0.253
C  -7.14134  6.11257  -0.25957  0.333
C  5.08150  -0.32339  6.84055  -1.000
H  -5.33054  7.16383  1.74185  0.330
N  -1.20964  2.82550  3.56882  -0.336
C  1.60602  -2.57411  6.06182  0.327
H  4.24460  5.98445  1.64377  0.349
F  1.02754  -12.71351  -7.86807  -0.237
F  -3.66138  -6.52008  -6.75856  -0.249
H  -0.51607  7.00788  3.40115  0.496
H  0.49346  -0.69646  7.30633  0.335
C  -1.90809  -8.41227  -8.18778  -0.732
H  6.05504  1.25652  7.92699  0.344
O  -3.78555  -3.79661  -8.45582  -0.513
H  -2.45624  -8.78238  -9.05544  0.316
H  -0.85604  -8.35675  -8.46751  0.353
C  1.89519  -4.03075  5.66224  0.892
H  -2.48019  -1.54186  -7.80198  0.340
H  -0.13906  0.95349  5.51371  0.081
C  0.05466  2.60851  2.87761  0.148
O  0.30282  -2.34330  6.04939  -0.331
F  3.18656  -4.19364  5.39561  -0.237
C  4.95457  4.87178  3.32698  -0.702
H  -5.61603  4.11809  1.71907  0.312
C  2.53153  5.53724  2.84181  0.800
H  -4.34441  6.01851  2.65947  0.219
F  8.20704  2.94420  4.21561  -0.268
C  -1.47614  4.25093  3.29022  -0.008
F  7.39194  1.71991  2.62864  -0.234
H  2.81019  3.38772  2.56723  0.623
H  -0.34545  -0.38224  4.36816  0.353
F  -9.45177  6.10541  0.30448  -0.246
H  6.46188  3.86765  2.41467  0.274
O  -6.30178  6.81676  -0.73739  -0.509
O  1.29782  0.58470  -3.03482  -0.511
H  4.14553  6.84783  3.20386  0.380
F  -0.97466  -12.83713  -8.67351  -0.246
H  4.50161  4.40912  4.20360  0.350
O  -2.08578  -4.14867  -7.01508  -0.294
C  -0.83674  0.07106  -1.45959  -0.435
H  -1.39257  -1.63680  -6.42513  0.292
C  -0.14760  4.91231  3.14684  0.255
O  6.75294  1.27091  6.02361  -0.299
C  -5.32519  6.18508  2.22164  -0.920
C  -0.46008  -10.97059  -7.29326  0.325
C  -1.21549  -3.29272  -7.78572  -0.274
C  1.57712  6.53621  3.06133  -0.769
O  -2.56951  4.68778  3.16051  -0.524
H  -0.41504  0.55792  0.58485  0.326
C  -1.47638  -1.83186  -7.49351  -1.058
C  -0.06091  -0.99758  6.41840  -0.508
F  1.56333  -4.85228  6.66673  -0.259
C  -0.40534  1.04238  -0.38378  -0.900
H  0.59935  1.41879  -0.57243  0.349
H  5.13371  2.95334  2.56787  0.227
F  1.03709  2.00212  -5.31690  -0.245
H  -0.20555  -3.56609  -7.48915  0.336
F  -8.84383  4.99597  -1.45612  -0.254
H  5.80011  5.44561  3.70007  0.583
C  5.64972  1.07523  6.93396  -0.242
H  -1.11531  -1.03207  6.68210  0.391
H  4.88873  1.83206  6.74566  0.260
C  2.12679  4.20210  2.74817  -0.388
H  -6.07136  6.20640  3.01731  0.310
H  -2.25442  -7.41284  -7.95263  0.011
H  4.65821  -0.51520  5.85782  0.301

Atoms 1-3, force components in eV/Å:
C 0.47 -0.11 0.28
C -0.01 0.29 -0.25
H 0.04 -0.03 0.00

Computed properties:
- Orbital gap: 0.3349 hartree
- HOMO level: -9.6 eV

ORCA calculation (ωB97M-V/def2-TZVPD) on a structure of composition C27H40FN7O6S2Ti.

Each line ends with the Mulliken spin population.
Geometry (Å):
S  0.77260  1.43974  3.42580  0.112
H  3.32318  -7.41863  -0.51672  0.000
C  3.14519  -2.53372  -2.79899  -0.001
H  -1.37002  5.20908  2.53696  0.002
C  1.09431  -3.34885  1.79922  -0.001
H  2.75266  -9.02299  1.40621  0.000
H  4.13351  -5.28397  0.13756  0.000
H  2.34867  -0.12834  -3.11876  -0.001
H  -4.39194  6.86401  1.19041  0.000
H  -3.84606  -1.70634  0.94101  0.000
O  -1.35627  4.01688  0.62042  -0.018
C  -3.49081  6.92116  0.57512  0.000
H  1.65436  -7.86682  0.94531  0.000
H  2.39349  -5.43312  3.51460  0.000
H  1.92284  6.63362  -2.12658  0.000
H  4.57362  -7.84055  0.67140  0.000
H  4.45088  -5.77336  1.78933  0.000
C  0.52117  -0.29190  -0.25541  -0.002
Ti  -0.78199  2.15239  0.33478  0.829
C  -5.47858  -0.14943  -0.48823  0.000
H  -6.00800  0.72624  -0.85420  0.000
H  -3.03125  7.89511  0.75224  0.000
C  2.29983  -3.47469  -3.65240  0.001
H  -4.74949  -0.73986  2.11857  0.000
C  -1.90669  6.11106  2.24162  0.000
C  1.05540  0.21409  -1.47995  0.025
N  2.31757  -1.78347  -1.86616  0.007
H  -2.67507  5.05291  -1.83519  0.000
H  3.90916  -3.08456  -2.25056  0.000
H  -3.03288  -0.39053  1.82510  0.000
C  1.00238  -1.58633  0.14928  -0.005
F  0.69312  -3.76221  3.02109  0.000
C  1.87851  -2.33566  -0.67423  0.006
O  -0.31231  0.36959  0.47316  -0.018
H  1.72151  5.70172  1.42965  0.000
C  1.93552  -0.54353  -2.21010  -0.001
H  1.24312  5.65375  -3.42293  0.000
O  -2.84608  3.10327  -1.34470  0.007
C  -3.57114  1.28097  0.06714  0.005
H  -4.85634  2.68046  -0.98814  -0.001
H  1.56203  -2.90728  -4.21160  0.000
C  -3.88979  2.17743  -1.13398  0.000
C  2.02725  -5.99065  2.64264  0.001
C  3.73324  -5.86608  0.96317  0.000
N  1.23045  4.72262  -1.57980  -0.001
C  -0.14118  2.06893  2.36569  0.023
N  -4.32400  0.22127  0.30379  0.003
S  1.60925  3.16943  0.52095  -0.021
H  -3.94868  1.56567  -2.04528  0.001
C  1.39187  4.68143  -0.27331  0.008
H  1.77870  -4.21273  -3.04595  0.000
C  2.55892  -7.42677  2.73165  0.000
H  1.91486  -8.01488  3.38787  0.000
N  2.57885  -8.01183  1.36906  0.000
H  2.90799  -4.18927  -0.89797  -0.001
C  3.61391  -7.33895  0.53206  0.000
H  0.16364  6.41407  -2.24018  0.000
C  -2.27623  4.79607  0.26933  0.008
C  2.29215  -3.59565  -0.24689  -0.004
H  3.65891  -1.81882  -3.44259  0.000
H  -1.21218  6.94956  2.18633  0.000
H  1.49215  6.70602  0.05367  0.000
H  -4.13201  4.67609  -0.86943  -0.001
C  0.62278  -2.13021  1.38104  0.011
H  -6.16431  -0.72516  0.13315  0.000
H  3.57509  -7.46009  3.12747  0.000
N  2.43160  -5.38280  1.37908  0.002
H  1.26291  3.83774  -2.10115  -0.001
H  -3.76339  6.85921  -0.47415  0.000
H  0.93670  -6.00000  2.68948  0.000
H  -0.02644  -1.55863  2.02806  0.003
C  1.95567  -4.13255  1.00383  0.007
O  -2.59726  1.58299  0.79923  0.002
N  1.41649  5.79131  0.47274  -0.001
N  -2.54763  5.89096  0.95643  -0.001
H  2.93607  -3.99505  -4.36176  0.000
C  -3.96676  -0.70726  1.36022  0.001
H  -2.67217  6.34193  2.98392  0.000
C  0.69577  1.58251  -1.93847  -0.012
O  -0.35274  2.10462  -1.37134  0.006
C  -3.06544  4.45757  -0.99711  0.008
H  -5.18219  -0.76915  -1.33853  0.000
O  1.34662  2.18266  -2.77774  0.013
C  1.13090  5.92658  -2.37636  0.000

Atoms 1-3, force components in eV/Å:
S -0.70 0.59 -0.32
H -0.06 -0.12 0.15
C 0.22 -0.56 -0.60

Computed properties:
- Total charge: +3
- Multiplicity: 2
- Expectation value of S²: 0.758
- Orbital gap (alpha / beta): 0.2275 / 0.2793 hartree
- HOMO level (alpha / beta): -13.4 / -14.9 eV